{
  "formula": "C22H45IN4O10P3",
  "method": "the ωB97M-V functional and the def2-TZVPD basis",
  "homo_lumo_gap_ha": 0.2469,
  "homo_energy_ev": -11.615,
  "largest_force_ha_per_bohr": 0.18192,
  "e_tot_ev": -85926.1348,
  "charge": 1,
  "symbols": ["I", "P", "P", "P", "O", "O", "O", "O", "O", "O", "O", "O", "O", "O", "N", "N", "N", "N", "C", "C", "C", "C", "C", "C", "C", "C", "C", "C", "C", "C", "C", "C", "C", "C", "C", "C", "C", "C", "C", "C", "H", "H", "H", "H", "H", "H", "H", "H", "H", "H", "H", "H", "H", "H", "H", "H", "H", "H", "H", "H", "H", "H", "H", "H", "H", "H", "H", "H", "H", "H", "H", "H", "H", "H", "H", "H", "H", "H", "H", "H", "H", "H", "H", "H", "H"],
  "xyz": [[-1.5194, 1.7051, -0.8612], [5.3014, 2.5930, -2.5054], [4.6486, 2.4639, -0.3871], [5.2335, -0.5140, -0.1559], [6.7246, 0.0242, -0.8766], [4.7464, 1.2412, -3.4635], [4.7334, 4.0792, -3.2834], [0.6109, 2.6159, -5.2116], [-6.3879, -1.0899, -0.9781], [0.6805, 0.0563, -2.0030], [3.9998, -3.2810, 1.1886], [0.3414, -5.6126, 0.3778], [6.9097, 2.5744, -2.6177], [1.8420, -4.2248, 1.6507], [2.1916, -0.9554, -0.2601], [5.5536, -0.6653, 1.6176], [3.9637, 0.7831, -0.2760], [1.6194, 1.6345, -0.4558], [-4.9105, 0.8003, 1.1039], [-0.1840, 2.2692, -3.9870], [-4.9356, 2.1761, 2.0527], [-3.9329, 1.8336, 3.3451], [2.6625, -3.0526, 1.3134], [0.1364, 2.5101, 3.1650], [0.8370, 2.4799, -2.7176], [1.5980, -5.1007, 0.4985], [1.2725, 2.3702, 0.7866], [2.6005, 0.5120, -0.3053], [0.7942, -0.9500, -0.9157], [-6.4281, 0.1308, 1.2984], [0.6916, 1.4199, 2.0345], [0.5440, -2.4219, -1.6700], [0.5431, 1.4237, -1.4542], [-2.4014, 1.9124, 2.7478], [-6.6913, -2.4110, -1.6158], [-6.5866, -1.2784, 0.4739], [-0.8728, -3.0323, -1.1164], [2.1448, -1.5073, 1.1422], [2.6829, -5.5825, -0.6297], [-1.2271, 1.9168, 3.9194], [-7.1736, 0.9501, 0.8578], [4.3487, 3.8764, -4.1893], [-1.5196, 2.5848, 4.8463], [6.5838, -0.7713, 1.7483], [2.3077, -6.5553, -1.1992], [-0.9396, 0.8457, 4.2944], [-4.0658, 2.5885, 4.2324], [-0.7752, -3.1038, 0.0704], [0.5948, 3.3386, 0.6173], [5.7981, 2.5907, 0.4902], [-5.8871, -2.1115, 0.9205], [3.6986, -5.9154, -0.0994], [-0.9742, -4.1662, -1.4737], [-7.7830, -2.7979, -1.3301], [3.7422, 1.2301, -3.5302], [0.8386, 3.6081, -5.1832], [-7.7168, -1.6259, 0.6129], [1.9897, 2.4435, -3.0184], [0.3921, -2.2212, -2.8368], [-6.5731, 0.0166, 2.4777], [-4.1639, 0.0125, 1.5506], [2.9198, -4.7527, -1.4198], [-4.1011, 0.7017, 3.6824], [0.6908, 3.5608, -2.2329], [-1.0631, 3.0615, -3.8934], [-6.6849, -2.2816, -2.7917], [5.2881, 0.2810, 1.9936], [-5.9159, -3.2175, -1.2516], [-0.1272, 0.6664, 1.6723], [2.8716, -0.8387, 1.8129], [-2.2478, 0.9306, 2.1024], [1.6260, 0.9063, 2.5247], [-4.3916, 3.0111, 1.4019], [0.9767, 2.8047, 3.9540], [-0.0442, -0.8749, -0.1031], [1.4646, -3.1389, -1.5886], [-2.2640, 2.8991, 2.1212], [2.2890, 2.8155, 1.2304], [1.0913, -1.4402, 1.6691], [-6.0137, 2.4767, 2.3948], [7.4507, -0.0549, -0.1621], [-1.8263, -2.4149, -1.4094], [-4.6946, 1.0472, -0.0287], [-0.2009, 3.5361, 2.6696], [-0.5798, 1.1683, -4.0533]],
  "mulliken_charge": [0.3583, 0.9811, -0.1022, 0.3430, -0.4064, -0.4798, -0.5131, -0.5565, -0.2905, -0.3012, -0.4614, -0.5131, -0.5813, -0.2726, 0.4535, -0.5965, 0.2072, 1.5750, -0.1149, -0.2683, -0.4770, -0.7837, -0.1649, -0.8545, -0.0734, 0.5884, -1.2333, -1.0666, 0.2759, -0.7339, 1.2402, -0.1903, -0.8852, 0.2927, -0.5943, -0.4909, -1.0098, 0.2487, -0.7495, -0.7213, 0.3243, 0.3414, 0.3274, 0.3199, 0.3063, 0.2647, 0.3522, 0.2373, 0.4559, 0.1756, 0.3038, 0.3079, 0.3394, 0.2549, 0.3594, 0.3084, 0.3327, -0.2039, 0.3849, 0.2640, 0.1364, 0.2398, 0.2396, 0.3695, 0.2610, 0.2373, 0.2712, 0.2417, -0.6251, 0.4035, -0.2594, 0.1237, 0.2293, 0.3779, 0.0145, -0.1924, 0.1534, 0.0700, 0.2563, 0.3928, 0.2668, 0.3301, 0.0742, 0.3191, 0.2348]
}

{
  "formula": "C22H45INO31PS7",
  "method": "the ωB97M-V functional and the def2-TZVPD basis",
  "homo_lumo_gap_ha": 0.2787,
  "homo_energy_ev": -7.671,
  "largest_force_ha_per_bohr": 0.24218,
  "e_tot_ev": -181722.7822,
  "symbols": ["I", "S", "S", "S", "S", "S", "S", "S", "P", "O", "O", "O", "O", "O", "O", "O", "O", "O", "O", "O", "O", "O", "O", "O", "O", "O", "O", "O", "O", "O", "O", "O", "O", "O", "O", "O", "O", "O", "O", "O", "N", "C", "C", "C", "C", "C", "C", "C", "C", "C", "C", "C", "C", "C", "C", "C", "C", "C", "C", "C", "C", "C", "C", "H", "H", "H", "H", "H", "H", "H", "H", "H", "H", "H", "H", "H", "H", "H", "H", "H", "H", "H", "H", "H", "H", "H", "H", "H", "H", "H", "H", "H", "H", "H", "H", "H", "H", "H", "H", "H", "H", "H", "H", "H", "H", "H", "H", "H"],
  "xyz": [[1.2592, 0.9146, -0.7907], [0.6586, 3.6591, -4.9086], [1.4614, -7.8076, 9.5088], [5.7705, -4.5764, 5.2686], [6.0923, -1.7851, 1.8538], [-1.5583, -0.1381, -5.2132], [-3.1654, 7.2229, 2.0305], [-1.7047, -4.8471, -9.3179], [-2.7648, 2.0732, -1.4890], [-0.0155, 4.5093, -5.8646], [-5.0921, 1.9656, 0.1123], [5.0111, -0.8565, 1.0622], [-2.1216, 7.6703, 3.2002], [2.5568, -8.8865, 8.9667], [-3.0873, -0.1928, -4.6499], [5.0738, -5.8229, 5.4860], [-4.0360, 8.6015, 1.9855], [-3.0179, 6.0933, -0.4300], [-1.6950, -1.3356, -6.3122], [2.1950, 3.4474, -5.4111], [1.3063, -6.9521, 8.1288], [5.0743, -2.3814, 2.9801], [6.4948, -2.8656, 0.9838], [-4.0094, 6.1732, 2.5566], [-2.4389, 7.1005, 0.7880], [-2.2538, -6.2422, -8.6775], [-0.9717, -0.9373, 0.1975], [0.2187, -8.5001, 9.7592], [-1.3447, -5.0842, -10.6966], [7.0367, -0.9129, 2.5158], [0.1475, 2.1276, -5.1405], [-0.6739, -0.5893, -4.1618], [-1.3719, 1.1092, -5.9173], [5.6571, -3.6753, 6.6226], [-2.5925, -3.7821, -8.9073], [-0.3353, -4.7355, -8.4389], [5.5149, -3.7183, 4.1331], [2.1061, -6.9654, 10.4917], [7.3747, -4.8629, 5.3391], [0.6715, 3.9265, -3.4892], [-0.1896, 5.2644, 1.0722], [3.8802, -1.6024, 2.9840], [-3.7426, 9.3727, 3.1481], [-1.2413, -6.8185, -7.8542], [-2.8873, -2.0718, -6.0491], [6.8910, -3.7320, 7.3363], [3.6978, -1.1436, 1.5397], [-2.4786, 3.9313, -1.8219], [2.3823, -7.2845, 7.2544], [-5.5890, 3.2927, 0.5079], [-4.6954, 1.9138, -1.3040], [7.9647, -3.9655, 6.2769], [-5.1529, 3.5217, 2.1003], [2.7041, -8.7461, 7.5546], [2.4469, 2.0557, -5.5978], [-0.7427, 0.3779, -0.0630], [1.0960, 1.4409, -5.9539], [-0.5942, 5.0842, -0.3744], [-2.2445, 4.8375, -0.4460], [-2.2854, 9.0600, 3.4777], [-1.9826, 1.4775, 0.1478], [-3.8689, -1.0518, -5.4783], [-0.4140, -5.6426, -7.3418], [-4.4085, 9.0397, 3.9512], [-1.0326, 5.7079, 1.5373], [-1.5889, 2.3234, 0.8546], [-4.3141, -0.4454, -6.2737], [-3.9076, 10.4358, 2.9574], [0.5850, -5.9454, -7.0193], [-3.4716, 4.3410, -2.3366], [-1.5870, 4.0883, -2.5895], [-4.0638, 3.0522, 2.1891], [-1.6054, 9.6197, 2.8274], [-6.7775, 3.2839, 0.4544], [-5.8569, 2.8425, 2.7567], [-2.6350, 4.1993, 0.4767], [3.0348, -2.1942, 3.3429], [-2.0441, 9.2712, 4.5229], [1.0635, 0.3661, -5.7603], [2.8289, 1.6494, -4.6557], [3.1896, 1.9050, -6.3858], [-0.1033, 4.2862, 1.4666], [8.8785, -4.3925, 6.6969], [-1.6925, -7.3917, -7.0399], [-2.8106, 0.8749, 0.7576], [-5.2184, 2.7429, -1.9800], [0.8412, 1.6295, -7.0021], [3.2298, -6.6359, 7.5001], [-3.2594, -2.5422, -6.9624], [8.2064, -3.0367, 5.7494], [-0.6354, -7.4854, -8.4760], [-4.6632, -1.5250, -4.8948], [4.0362, -0.7487, 3.6520], [-5.1643, 4.1894, -0.1133], [-3.3275, 6.3618, -1.3442], [6.8405, -4.5710, 8.0378], [-0.1224, 4.0593, -0.7603], [-4.9670, 0.8589, -1.7318], [3.7181, -9.0169, 7.2483], [1.9866, -9.4154, 7.0691], [-2.6503, -2.8461, -5.3118], [3.2781, -1.9441, 0.9219], [-5.1781, 4.6442, 2.4302], [2.0950, -7.1269, 6.2121], [-0.3045, 5.9719, -1.0848], [3.0627, -0.2568, 1.4654], [-0.9231, -5.1321, -6.5174], [7.0535, -2.8042, 7.8913]],
  "mulliken_charge": [0.0273, 1.0845, 1.0806, 1.0022, 1.0661, 1.0093, 1.0645, 1.0898, 0.5340, -0.6282, -0.3682, -0.2663, -0.3238, -0.3190, -0.1945, -0.5418, -0.3258, -0.2002, -0.2864, -0.3665, -0.3106, 0.0165, -0.5606, -0.6745, -0.4756, -0.3110, -0.5371, -0.5254, -0.5402, -0.5758, -0.1212, -0.5197, -0.5306, -0.3410, -0.5194, -0.2818, -0.4587, -0.5354, -0.3392, -0.3850, -0.6544, -0.4110, -0.3653, -0.3102, -0.2568, -0.3096, -0.2488, -0.4865, -0.2227, -0.1367, -0.5810, -0.3431, -0.6719, -0.3017, -0.4204, 0.1642, -0.2722, -0.1687, 0.4816, -0.3485, -0.3529, -0.3926, -0.2335, 0.3042, 0.2775, 0.2141, 0.3093, 0.3158, 0.3304, 0.3101, 0.0233, 0.0691, 0.2927, 0.2865, 0.3525, -0.5102, 0.3362, 0.3093, 0.3051, 0.2880, 0.3215, 0.3364, 0.3113, 0.3127, 0.3526, 0.3095, 0.2816, 0.2340, 0.2744, 0.2860, 0.2836, 0.3468, 0.2877, 0.1449, 0.2219, 0.2701, 0.0040, 0.2487, 0.2989, 0.2828, 0.2183, 0.2667, 0.2635, 0.3143, 0.2777, 0.1863, 0.1699, 0.3109]
}